#A
The following is a DFT calculation (wB97M-V/def2-TZVPD) of a single C4H6O molecule.

Output
* Kohn-Sham gap: 10.705 eV
* SMILES: C=C[C@H]1CO1
* E_LUMO: 1.2 eV

Geometry as XYZ:
```
11
C4H6O wB97M-V/def2-TZVPD
C 0.654 0.087 1.618
C 0.843 -0.563 0.414
C 0.259 -0.089 -0.887
C -1.145 0.288 -1.059
O -0.170 1.277 -0.978
H 0.077 1.073 1.784
H 0.937 -0.358 2.550
H 1.287 -1.531 0.665
H 0.700 -0.458 -1.889
H -1.830 0.063 -0.146
H -1.612 0.210 -2.073
```

Charges in e, computed with Mulliken, in the same order as the atoms: C -0.683; C -0.301; C 0.151; C -0.365; O -0.396; H 0.229; H 0.277; H 0.285; H 0.309; H 0.228; H 0.267

---

#B
The following is a DFT calculation (wB97M-V/def2-TZVPD) of a molecular structure, C4H6O.

Output
* Kohn-Sham gap: 9.604 eV
* E_LUMO: 1.1 eV

Geometry as XYZ:
```
11
C4H6O wB97M-V/def2-TZVPD
C -1.202 -0.370 -0.052
C 0.206 0.192 0.930
C 1.383 -0.111 -0.011
O 0.705 0.474 -1.146
C -0.402 0.806 -0.321
H -2.154 -0.194 0.451
H -1.153 -1.199 -0.744
H -0.495 -0.689 1.293
H 1.654 -1.164 -0.114
H 2.304 0.472 0.166
H -0.845 1.785 -0.453
```

Charges in e, computed with Mulliken, in the same order as the atoms: C -0.662; C -0.255; C -0.305; O -0.411; C -0.063; H 0.333; H 0.305; H 0.229; H 0.222; H 0.241; H 0.366

---

Relative energies, eV: #A 0.000; #B 2.149.

---

#A
The following is a DFT calculation (wB97M-V/def2-TZVPD) of a single C3H7N5 molecule.

Output
* Kohn-Sham gap: 8.487 eV
* SMILES: [H]/N=c1/cn[nH]n1NC
* E_LUMO: 0.2 eV

Geometry as XYZ:
```
15
C3H7N5 wB97M-V/def2-TZVPD
H -0.321 2.523 -0.689
N -0.983 2.122 0.052
C -1.213 0.854 -0.022
C -2.201 0.039 0.339
N -2.066 -1.200 0.124
N -0.655 -1.466 -0.192
N -0.174 0.002 -0.381
N 1.211 0.361 -0.545
C 2.014 -0.275 0.645
H -3.284 0.359 0.380
H -0.342 -2.118 -1.038
H 1.591 -0.332 -1.310
H 1.212 -0.030 1.421
H 3.020 0.522 0.756
H 2.191 -1.363 0.463
```

Charges in e, computed with Mulliken, in the same order as the atoms: H 0.249; N -0.755; C 0.697; C -0.266; N -0.407; N -0.203; N 0.217; N -0.584; C -0.632; H 0.335; H 0.277; H 0.266; H 0.261; H 0.252; H 0.294

---

#B
The following is a DFT calculation (wB97M-V/def2-TZVPD) of a molecular structure, C3H7N5.

Output
* Kohn-Sham gap: 9.423 eV
* E_LUMO: 0.5 eV

Geometry as XYZ:
```
15
C3H7N5 wB97M-V/def2-TZVPD
C 1.024 0.530 -1.267
C -0.371 -1.493 0.002
C -1.246 0.413 2.553
H -0.986 1.294 -0.568
H 0.495 2.491 -1.000
H 2.894 -0.134 -1.209
H 0.946 -1.361 -1.771
H -0.478 -2.566 -0.259
H -1.226 1.399 2.899
H -0.933 -0.508 3.418
N 0.194 1.550 -1.077
N 2.220 0.667 -1.663
N 0.554 -0.852 -0.776
N -1.208 -1.213 1.005
N -1.353 0.232 1.191
```

Charges in e, computed with Mulliken, in the same order as the atoms: C 0.471; C 0.151; C -0.363; H 0.383; H 0.250; H 0.254; H 0.306; H 0.266; H 0.329; H 0.238; N -0.489; N -0.699; N -0.362; N -0.521; N -0.213

---

Relative energies, eV: #A 0.704; #B 0.000.

---

#A
The following is a DFT calculation (wB97M-V/def2-TZVPD) of a molecular structure, C3H7N5.

Output
* Kohn-Sham gap: 8.138 eV
* E_LUMO: 0.4 eV

Geometry as XYZ:
```
15
C3H7N5 wB97M-V/def2-TZVPD
C 0.859 -1.012 0.717
C -0.435 -1.346 0.268
C 0.020 0.876 -0.194
H 1.613 -1.888 2.498
H 2.746 -0.943 1.231
H -1.183 -2.176 0.397
H -2.676 0.319 -0.562
H -1.500 0.624 -2.041
H 0.207 2.136 -1.648
H 0.316 2.979 -0.116
N 1.839 -1.787 1.226
N -0.812 -0.202 -0.341
N -2.017 -0.222 -1.140
N -0.166 2.237 -0.701
N 1.187 0.405 0.406
```

Charges in e, computed with Mulliken, in the same order as the atoms: C 0.270; C -0.339; C 0.353; H 0.319; H 0.397; H 0.302; H 0.280; H 0.336; H 0.274; H 0.304; N -0.658; N 0.243; N -0.798; N -0.572; N -0.712

---

#B
The following is a DFT calculation (wB97M-V/def2-TZVPD) of a single C3H7N5 molecule.

Output
* Kohn-Sham gap: 9.085 eV
* SMILES: [H]/N=C\N(N)/C=N/C=N/[H]
* E_LUMO: 0.0 eV

Geometry as XYZ:
```
15
C3H7N5 wB97M-V/def2-TZVPD
H 1.749 -1.058 1.177
N 1.303 -0.610 2.168
C 0.660 0.387 1.883
N 0.173 0.863 0.598
N -0.814 1.957 1.021
C -0.034 0.190 -0.583
N 0.301 -1.089 -0.675
C -0.059 -1.623 -1.877
N -0.418 -0.793 -2.920
H -0.666 -1.642 -3.649
H 0.268 0.967 2.854
H -1.420 1.637 1.875
H -0.333 2.790 1.218
H -0.775 0.786 -1.197
H 0.064 -2.761 -1.894
```

Charges in e, computed with Mulliken, in the same order as the atoms: H 0.323; N -0.534; C -0.036; N 0.142; N -0.622; C 0.033; N -0.460; C -0.027; N -0.596; H 0.241; H 0.318; H 0.294; H 0.262; H 0.353; H 0.309

---

Relative energies, eV: #A 0.605; #B 0.000.

---

#A
The following is a DFT calculation (wB97M-V/def2-TZVPD) of 2 unconnected molecules or ions with the total composition C5H10N3.

Output
* net charge: +1
* Kohn-Sham gap: 5.040 eV
* E_LUMO: -8.2 eV

Geometry as XYZ:
```
18
C5H10N3 wB97M-V/def2-TZVPD
C -2.241 0.302 0.254
C -1.081 0.996 -0.484
C 0.237 0.600 -0.039
C 0.655 -0.861 0.192
N 1.967 -0.719 0.239
C 2.301 0.625 0.157
N 1.256 1.432 0.061
N -2.358 -1.082 -0.164
H -2.120 0.436 1.336
H -3.115 0.816 -0.026
H -1.069 0.675 -1.542
H -1.086 2.086 -0.443
H -0.263 -3.649 -0.664
H 2.587 -1.469 0.001
H 3.324 0.929 0.280
H 0.268 -3.403 -1.127
H -1.573 -1.621 0.187
H -3.190 -1.503 0.220
```

Charges in e, computed with Mulliken, in the same order as the atoms: C -0.465; C -0.495; C 0.606; C -0.366; N 0.106; C -0.117; N -0.412; N -0.568; H 0.329; H 0.454; H 0.314; H 0.336; H 0.044; H 0.330; H 0.429; H -0.029; H 0.248; H 0.255

---

#B
The following is a DFT calculation (wB97M-V/def2-TZVPD) of a gas-phase ion, C5H10N3 (charge +1).

Output
* net charge: +1
* Kohn-Sham gap (alpha / beta): 7.118 / 7.318 eV
* E_LUMO (alpha / beta): -3.8 / -3.8 eV

Geometry as XYZ:
```
18
C5H10N3 wB97M-V/def2-TZVPD
C -0.730 1.205 -0.114
C 2.724 0.181 -0.353
C -2.735 -0.019 0.558
C 0.534 1.186 -0.486
C -2.735 -0.943 -0.617
N -1.631 0.721 0.792
N 3.602 -0.690 0.258
N 1.482 0.261 -0.004
H 2.990 0.718 -1.415
H -3.172 -0.348 1.456
H 0.951 1.964 -1.084
H -2.368 -1.949 -0.394
H -2.357 -0.600 -1.490
H -3.740 -1.015 -0.872
H -1.639 1.210 1.676
H 4.551 -0.525 0.168
H 3.183 -1.194 1.098
H 1.091 -0.163 0.823
```

Charges in e, computed with Mulliken, in the same order as the atoms: C -0.509; C 0.234; C -0.091; C -0.094; C -1.197; N -0.093; N -0.343; N -0.108; H 0.272; H 0.348; H 0.354; H 0.304; H 0.455; H 0.390; H 0.296; H 0.253; H 0.254; H 0.274

---

#C
The following is a DFT calculation (wB97M-V/def2-TZVPD) of 2 unconnected molecules or ions with the total composition C5H10N3.

Output
* net charge: +1
* Kohn-Sham gap: 9.741 eV
* E_LUMO: -3.5 eV

Geometry as XYZ:
```
18
C5H10N3 wB97M-V/def2-TZVPD
C -1.690 -1.182 -0.410
C 0.611 0.408 0.685
C -0.774 2.397 -0.013
C 2.606 -0.995 0.200
C -0.491 -1.548 -0.789
N -2.628 -0.727 0.158
N -0.388 1.203 0.830
N 1.689 -0.011 0.602
H 0.042 2.941 -0.529
H -1.487 1.993 -0.634
H -1.246 3.089 0.685
H 2.062 -1.691 -0.620
H 2.943 -1.699 1.045
H 3.547 -0.656 -0.214
H -0.033 -0.986 -1.692
H -0.015 -2.532 -0.525
H -1.219 0.962 1.364
H -3.530 -0.966 -0.145
```

Charges in e, computed with Mulliken, in the same order as the atoms: C 0.597; C 0.535; C -0.813; C -0.591; C -1.153; N -0.427; N -0.306; N 0.030; H 0.332; H 0.364; H 0.308; H 0.210; H 0.278; H 0.299; H 0.399; H 0.324; H 0.328; H 0.287

---

#D
The following is a DFT calculation (wB97M-V/def2-TZVPD) of a gas-phase ion, C5H10N3 (charge +1).

Output
* net charge: +1
* Kohn-Sham gap: 8.474 eV
* SMILES: C1=N\CN/C=[NH+]\CC/1
* E_LUMO: -3.9 eV

Geometry as XYZ:
```
18
C5H10N3 wB97M-V/def2-TZVPD
C -0.595 1.619 0.744
N 0.531 1.262 0.723
C 1.704 0.366 0.763
N 1.658 -0.947 0.305
C 0.728 -1.660 -0.292
N -0.559 -1.389 -0.538
C -1.130 -0.140 -1.005
C -1.736 0.786 0.051
H -0.818 2.666 0.802
H 1.717 0.375 1.844
H 2.507 1.096 0.280
H 2.528 -1.294 0.497
H 0.947 -2.677 -0.434
H -0.974 -2.074 -1.102
H -1.886 -0.152 -1.732
H -0.110 0.330 -1.262
H -2.240 1.443 -0.610
H -2.273 0.389 0.967
```

Charges in e, computed with Mulliken, in the same order as the atoms: C -0.185; N -0.258; C -0.578; N -0.047; C 0.025; N -0.123; C -0.683; C -0.565; H 0.385; H 0.420; H 0.340; H 0.201; H 0.409; H 0.273; H 0.406; H 0.295; H 0.367; H 0.318

---

Relative energies, eV: #A 2.647; #B 0.777; #C 0.000; #D 0.253.